(1)
Below is a single C2H3NO3 molecule, with properties calculated with ωB97M-V/def2-TZVPD.

Each line ends with the Löwdin charge.
Element x y z (Å)
C: 1.29242 -0.60043 -0.22183  -0.09
N: 0.28396 0.28965 -0.60256  -0.02
C: -0.85590 0.63908 0.11325  -0.57
O: 1.54130 0.80434 -0.31339  0.03
O: -1.61682 -0.45591 0.27322  0.12
O: -1.17414 1.75290 0.40393  0.14
H: -2.49280 -0.20184 0.60088  0.13
H: 1.74917 -1.17879 -1.01849  0.12
H: 1.27283 -1.04900 0.76498  0.13

**Orbital gap**: 10.703 eV
**SMILES string**: O=C(O)N1CO1


(2)
Below is 2 unconnected molecules or ions with the total composition C2H3NO3, with properties calculated with ωB97M-V/def2-TZVPD.

Each line ends with the Löwdin charge.
Element x y z (Å)
C: 1.41059 -0.31843 -0.14404  -0.25
C: -1.05118 -0.47992 -0.01610  -0.20
H: -1.39072 1.75996 0.68145  0.38
H: 1.14060 -1.47951 0.05112  0.15
H: -0.63586 -1.55306 0.50503  0.18
N: 0.11179 0.37242 -0.11665  -0.26
O: 0.09335 1.67807 -0.16191  -0.05
O: 2.53572 0.07413 -0.33085  0.08
O: -2.21429 -0.05366 -0.46805  -0.04

**Orbital gap**: 7.694 eV


(3)
Below is a single C2H3NO3 molecule, with properties calculated with ωB97M-V/def2-TZVPD.

Each line ends with the Löwdin charge.
Element x y z (Å)
C: 0.48629 0.17354 0.08763  0.13
C: 0.00110 -1.01658 -0.30041  -0.35
N: 0.92714 -2.10397 -0.74408  -0.34
O: 2.13215 -1.95290 -0.75413  0.08
O: 0.33197 -3.11494 -1.05441  0.11
O: -1.26928 -1.31154 -0.28640  0.14
H: -0.17062 0.89881 0.37591  0.04
H: 1.59088 0.18464 -0.07753  0.10
H: -1.60384 -0.54141 0.09603  0.09

**Orbital gap**: 9.648 eV
**SMILES string**: C=C(O)[N+](=O)[O-]


(4)
Below is 2 unconnected molecules or ions with the total composition C2H3NO3, with properties calculated with ωB97M-V/def2-TZVPD.

Each line ends with the Löwdin charge.
Element x y z (Å)
C: -4.26307 -0.05742 0.00632  -0.45
C: 0.43260 -0.65484 -0.11730  -0.05
N: -0.40609 0.26910 0.02638  -0.10
O: -4.45032 1.04318 -0.24456  0.21
O: -4.08082 -1.15880 0.25223  0.22
O: 0.11611 1.53221 0.26274  -0.07
H: 0.02676 -1.63350 -0.30199  0.06
H: 1.50982 -0.52401 -0.06818  0.08
H: -0.65577 2.10868 0.36054  0.09

**Orbital gap**: 10.965 eV
**SMILES string**: O=C=O.C=NO


On energetic grounds, (4) is preferred over the next structure by 0.0499 hartree.


(1)
Below is a molecular structure, C2H3NO3, with properties calculated with ωB97M-V/def2-TZVPD.

Each line ends with the Löwdin charge.
Element x y z (Å)
C: 1.30032 0.01314 -0.01546  -0.37
C: -0.60947 0.90882 -0.11077  -0.10
N: -0.44182 -0.46851 -0.61993  -0.06
O: 2.26593 -0.63933 -0.08423  0.21
O: 0.78660 1.12408 0.35982  0.07
O: -0.90769 -1.31654 0.43254  -0.11
H: -0.65995 1.66501 -0.92288  0.14
H: -1.19593 0.88107 0.81909  0.13
H: -0.53799 -2.16775 0.14181  0.10

**Orbital gap**: 9.633 eV


(2)
Below is a molecular structure, C2H3NO3, with properties calculated with ωB97M-V/def2-TZVPD.

Each line ends with the Löwdin charge.
Element x y z (Å)
C: 1.27570 0.08272 -0.10528  -0.50
C: -0.53340 0.84985 -0.02613  -0.10
N: 0.02541 -0.48797 -0.15065  -0.04
O: 2.34999 -0.40874 0.06626  0.14
O: 0.80704 1.39768 -0.19050  0.07
O: -0.68771 -1.71769 -0.24677  0.03
H: -1.11718 1.33732 -0.82051  0.13
H: -1.05617 1.08528 0.90488  0.13
H: -1.06368 -2.13845 0.56869  0.13

**Orbital gap**: 10.572 eV


On energetic grounds, (2) is preferred over the next structure by 0.0235 hartree.